Entry from OMol25: a single C24H30N2O3S molecule (the ωB97M-V functional and the def2-TZVPD basis).

```
60
Properties=species:S:1:pos:R:3:forces:R:3
C -1.706 -1.598 -2.856 0.36 0.18 0.20
C -0.335 -1.365 -2.242 -0.10 -0.44 -0.22
H -0.117 -2.139 -1.494 0.04 0.11 -0.05
H 0.446 -1.395 -3.014 -0.02 0.01 0.14
O -0.356 -0.086 -1.634 0.02 0.31 0.11
C 0.715 0.325 -0.899 -0.07 0.30 0.14
C 1.856 -0.417 -0.666 -0.11 0.03 -0.15
C 2.878 0.081 0.143 -0.35 0.58 -0.08
C 2.731 1.327 0.738 0.12 -0.30 -0.09
C 1.596 2.083 0.501 -0.32 0.10 -0.14
C 0.591 1.608 -0.324 0.09 -0.23 -0.06
O -0.512 2.335 -0.684 0.29 -0.09 -0.09
C -1.269 2.983 0.317 -0.36 0.19 0.27
H -1.569 3.961 -0.075 0.02 -0.15 0.10
H -0.700 3.143 1.238 -0.07 -0.04 -0.09
C -2.551 2.209 0.684 0.50 0.29 -0.04
O -3.339 2.667 1.484 -0.09 0.15 0.15
N -2.667 1.034 0.049 0.19 -0.43 -0.43
C -3.727 0.108 0.216 -0.34 -0.19 0.17
C -3.442 -1.137 0.781 0.01 0.14 -0.02
C -4.464 -2.064 0.905 -0.05 0.08 -0.08
C -5.758 -1.771 0.495 0.04 0.02 -0.04
C -6.018 -0.521 -0.046 0.09 -0.07 0.06
C -5.019 0.429 -0.197 0.13 0.02 0.00
C -5.315 1.772 -0.787 -0.03 0.04 0.07
H -6.316 1.795 -1.211 -0.05 0.01 -0.06
H -5.243 2.534 -0.012 -0.01 0.08 -0.03
H -4.593 2.019 -1.564 0.01 0.06 -0.07
H -7.023 -0.279 -0.362 -0.12 0.03 -0.06
C -6.856 -2.778 0.664 0.00 0.04 0.07
H -7.649 -2.613 -0.062 -0.08 -0.04 -0.03
H -6.475 -3.790 0.549 -0.03 -0.08 -0.01
H -7.288 -2.692 1.661 -0.08 -0.06 0.04
H -4.251 -3.030 1.341 0.04 -0.12 0.05
C -2.058 -1.440 1.272 -0.06 0.00 0.03
H -2.013 -2.434 1.708 0.03 -0.06 0.03
H -1.764 -0.714 2.030 0.10 0.02 0.03
H -1.331 -1.383 0.465 0.15 0.00 -0.04
H -1.912 0.760 -0.574 -0.09 0.12 0.06
H 1.501 3.059 0.954 -0.04 0.10 0.02
H 3.487 1.704 1.409 0.10 0.05 0.05
C 4.038 -0.781 0.407 0.37 -0.60 0.27
N 5.271 -0.274 0.380 -0.36 0.00 -0.07
C 5.662 1.019 -0.147 0.12 0.59 -0.26
C 7.057 0.762 -0.712 -0.03 0.04 0.13
H 7.646 1.672 -0.793 -0.01 0.04 -0.06
C 7.629 -0.234 0.295 -0.10 0.06 -0.07
H 8.463 -0.806 -0.104 0.04 -0.02 0.05
C 6.429 -1.119 0.616 0.40 -0.36 0.17
H 6.422 -1.484 1.647 -0.01 -0.07 -0.12
H 6.373 -1.994 -0.042 -0.02 0.06 0.11
H 7.964 0.292 1.190 0.05 0.02 0.02
H 6.983 0.300 -1.698 -0.02 0.01 -0.05
H 4.945 1.369 -0.891 0.06 0.00 0.11
H 5.719 1.756 0.662 -0.03 0.02 -0.10
S 3.787 -2.378 0.769 -0.13 -0.38 0.10
H 1.977 -1.403 -1.087 -0.04 -0.06 -0.02
H -1.722 -2.558 -3.364 -0.03 -0.10 -0.06
H -2.472 -1.594 -2.084 -0.10 -0.03 0.07
H -1.930 -0.812 -3.572 -0.05 0.05 -0.10
```
Positions in Å, forces in eV/Å.

The largest force on an atom is 0.75 eV/A. Its net charge is 0. For the HOMO-LUMO gap, the calculation gives 8.4 eV. The energy is -1665.98442 a.u. Its SMILES is CCOc1cc(C(=S)N2CCCC2)ccc1OCC(=O)Nc1c(C)cc(C)cc1C.



Entry from OMol25: a single C24H30N2O5 molecule in a non-equilibrium geometry (the ωB97M-V functional and the def2-TZVPD basis).

```
61
Properties=species:S:1:pos:R:3:forces:R:3
C -3.501 -3.050 -2.100 0.06 0.08 0.24
H -2.618 -2.945 -2.727 0.07 -0.01 -0.15
C -3.177 -2.673 -0.661 0.21 -0.14 0.10
C -2.099 -3.593 -0.085 -0.28 0.09 -0.33
O -1.883 -3.404 1.301 0.05 0.04 0.28
C -1.214 -2.308 1.740 0.12 0.14 0.23
C -0.593 -1.368 0.926 -0.13 -0.25 -0.09
C 0.056 -0.275 1.485 0.11 -0.03 0.21
C 0.100 -0.117 2.861 0.07 0.05 -0.09
C -0.492 -1.071 3.675 -0.05 -0.02 -0.02
C -1.143 -2.155 3.127 -0.11 -0.12 -0.15
H -1.616 -2.897 3.750 -0.05 -0.10 0.07
H -0.451 -0.958 4.748 0.00 -0.01 0.10
H 0.589 0.742 3.294 0.08 0.09 0.05
C 0.649 0.759 0.553 -0.46 -0.18 -0.27
N 1.706 1.536 1.155 -0.11 -0.08 -0.06
C 1.430 2.850 1.169 0.12 0.16 0.16
O 2.120 3.779 1.560 0.02 0.08 -0.06
C 0.072 3.009 0.582 -0.24 -0.35 -0.31
C -0.389 1.800 0.194 0.45 0.50 0.19
C -1.600 1.426 -0.533 -0.01 0.15 0.07
O -1.637 0.446 -1.264 -0.01 0.23 0.05
C -2.774 2.272 -0.347 -1.00 -0.43 -0.95
C -3.948 2.296 -1.069 0.82 -0.12 0.34
C -4.762 3.268 -0.462 0.17 0.27 0.43
C -4.035 3.756 0.588 -0.74 0.08 -0.37
O -2.846 3.163 0.664 0.37 -0.08 0.30
H -4.263 4.500 1.326 0.09 0.07 0.14
H -5.748 3.565 -0.756 -0.20 0.11 0.00
H -4.171 1.692 -1.924 0.02 -0.16 -0.17
O -0.414 4.242 0.448 0.22 -0.03 0.09
H 0.262 4.844 0.814 -0.01 -0.14 -0.04
C 2.992 0.968 1.451 0.51 0.13 -0.19
H 2.842 -0.011 1.911 0.03 0.05 0.06
H 3.495 1.634 2.156 -0.05 -0.12 0.04
C 3.844 0.845 0.177 -0.11 -0.01 0.30
N 3.260 -0.094 -0.762 0.15 -0.02 -0.04
C 3.648 -1.474 -0.505 -0.19 -0.15 -0.07
H 4.555 -1.743 -1.073 0.03 0.05 0.11
C 2.520 -2.444 -0.841 0.30 0.11 0.10
H 1.669 -2.262 -0.191 -0.09 0.00 0.04
H 2.857 -3.468 -0.696 -0.02 -0.16 -0.02
H 2.200 -2.330 -1.873 -0.06 -0.02 -0.14
H 3.884 -1.575 0.556 0.07 0.00 -0.02
C 3.432 0.301 -2.153 -0.14 0.17 -0.06
C 2.416 1.359 -2.574 0.23 -0.22 0.00
H 2.605 1.659 -3.602 -0.02 0.11 -0.11
H 1.405 0.964 -2.511 -0.14 -0.04 0.02
H 2.479 2.242 -1.943 -0.01 0.14 0.06
H 3.289 -0.583 -2.777 0.08 0.00 0.00
H 4.454 0.673 -2.337 -0.01 -0.11 -0.02
H 3.891 1.832 -0.286 0.05 0.00 0.03
H 4.869 0.560 0.462 0.01 0.05 -0.07
H 1.038 0.255 -0.341 -0.16 0.15 0.16
H -0.633 -1.445 -0.148 -0.01 -0.04 -0.11
H -1.161 -3.488 -0.644 -0.02 -0.04 0.04
H -2.427 -4.635 -0.162 0.09 0.12 -0.06
H -4.071 -2.759 -0.041 0.02 0.02 0.05
H -2.842 -1.635 -0.629 -0.05 0.00 0.07
H -3.848 -4.080 -2.162 -0.05 -0.11 -0.08
H -4.276 -2.399 -2.493 -0.06 0.02 -0.11
```
Positions in Å, forces in eV/Å.

The largest force on an atom is 1.44 eV/A. Its net charge is 0. For the HOMO-LUMO gap, the calculation gives 8.1 eV. The energy is -1418.23666 a.u. Its SMILES is CCCOc1cccc([C@H]2C(C(=O)c3ccco3)=C(O)C(=O)N2CCN(CC)CC)c1.



Entry from OMol25: a single C24H30N2O8 molecule (the ωB97M-V functional and the def2-TZVPD basis).

```
64
Properties=species:S:1:pos:R:3:forces:R:3
C -0.994 0.849 -3.607 0.17 0.15 -0.10
H -0.159 0.273 -4.018 -0.02 0.01 0.03
O -1.946 0.009 -2.993 -0.20 -0.23 0.22
C -1.569 -0.715 -1.905 -0.11 -0.22 0.12
C -2.558 -1.506 -1.332 0.01 0.00 0.03
C -2.305 -2.251 -0.185 0.21 0.20 -0.27
C -1.040 -2.205 0.393 0.08 -0.15 0.13
C -0.048 -1.440 -0.201 -0.48 0.00 -0.17
C -0.293 -0.698 -1.350 0.13 0.03 -0.12
H 0.483 -0.070 -1.759 0.07 0.12 -0.05
C 1.272 -1.325 0.477 0.01 -0.17 -0.29
O 1.385 -1.131 1.675 -0.01 -0.01 0.38
N 2.349 -1.448 -0.339 0.19 -0.09 -0.14
H 2.201 -1.461 -1.337 -0.10 -0.03 0.05
C 3.670 -1.049 0.111 0.02 0.19 -0.04
C 3.673 0.474 -0.023 0.02 -0.34 -0.21
O 3.593 1.052 -1.075 0.05 0.08 0.05
O 3.654 1.066 1.170 0.15 -0.03 0.53
C 3.415 2.470 1.178 0.01 0.52 -0.36
H 3.604 2.803 2.200 -0.02 -0.06 -0.10
H 4.092 2.981 0.485 -0.19 -0.05 0.13
C 1.972 2.813 0.765 0.55 -0.16 0.16
O 1.724 3.830 0.158 0.00 0.20 -0.07
N 1.079 1.884 1.168 -0.06 -0.43 0.30
C -0.285 1.813 0.845 -0.47 0.17 -0.09
C -0.854 2.545 -0.185 0.17 0.06 -0.03
C -2.185 2.343 -0.505 -0.18 -0.12 0.10
C -2.982 1.433 0.177 -0.07 0.01 -0.02
C -2.421 0.736 1.265 0.13 0.16 -0.02
C -1.081 0.935 1.569 -0.17 0.15 -0.07
H -0.660 0.355 2.376 0.04 -0.10 0.11
O -3.046 -0.167 2.073 0.32 0.02 -0.18
C -4.450 -0.315 2.046 -0.45 -0.11 0.08
H -4.690 -0.924 2.918 0.00 0.04 -0.04
H -4.783 -0.827 1.141 0.01 0.05 0.09
H -4.958 0.648 2.127 0.02 -0.06 0.01
O -4.285 1.176 -0.170 0.25 -0.11 0.32
C -4.748 1.649 -1.412 -0.08 0.06 -0.18
H -4.847 2.740 -1.420 0.02 -0.04 -0.01
H -4.092 1.331 -2.228 0.00 0.03 0.02
H -5.733 1.203 -1.541 0.04 0.06 -0.05
H -2.603 2.908 -1.322 -0.08 0.03 -0.09
H -0.266 3.260 -0.734 0.02 0.04 -0.02
H 1.411 1.112 1.738 0.09 0.11 -0.17
C 4.775 -1.704 -0.721 -0.04 -0.04 0.21
C 4.692 -3.223 -0.609 -0.08 0.24 -0.13
H 3.712 -3.582 -0.913 -0.05 -0.12 -0.01
H 5.443 -3.688 -1.242 0.07 -0.08 -0.04
H 4.867 -3.533 0.419 0.02 -0.08 0.14
C 6.137 -1.198 -0.255 -0.25 0.02 -0.18
H 6.293 -1.435 0.795 0.05 -0.04 0.14
H 6.930 -1.664 -0.835 0.10 -0.01 -0.02
H 6.211 -0.120 -0.380 0.11 0.13 0.00
H 4.627 -1.405 -1.765 -0.01 0.02 0.03
H 3.752 -1.314 1.170 0.05 0.01 -0.16
H -0.803 -2.736 1.300 -0.02 -0.05 0.14
O -3.347 -2.972 0.296 -0.05 0.16 -0.25
C -3.179 -3.647 1.523 0.02 -0.11 0.19
H -2.894 -2.952 2.318 0.01 -0.01 -0.01
H -4.148 -4.088 1.751 0.08 0.01 0.02
H -2.430 -4.442 1.443 -0.02 0.04 0.01
H -3.543 -1.523 -1.768 -0.16 0.00 -0.07
H -1.520 1.344 -4.421 0.08 -0.01 0.04
H -0.613 1.599 -2.908 0.00 -0.04 -0.02
```
Positions in Å, forces in eV/Å.

The largest force on an atom is 0.63 eV/A. Its net charge is 0. For the HOMO-LUMO gap, the calculation gives 8.4 eV. The energy is -1643.99771 a.u. Its SMILES is COc1cc(OC)cc(C(=O)N[C@H](C(=O)OCC(=O)Nc2ccc(OC)c(OC)c2)C(C)C)c1.



Entry from OMol25: a gas-phase ion, C24H30N3 (charge +1) in a non-equilibrium geometry (the ωB97M-V functional and the def2-TZVPD basis).

```
57
Properties=species:S:1:pos:R:3:forces:R:3
C -1.388 6.292 -0.184 -0.01 -0.09 -0.08
N -1.266 5.364 0.930 0.19 0.38 0.06
C -1.895 5.874 2.144 -0.12 -0.33 0.02
C -0.778 4.085 0.786 0.08 -0.34 -0.24
C 0.034 3.720 -0.329 -0.26 0.22 0.27
C 0.541 2.436 -0.479 -0.27 0.29 0.24
C 0.194 1.407 0.402 0.07 0.23 0.06
C 0.816 0.024 0.234 0.14 -0.17 2.21
C 0.062 -1.106 0.969 -0.13 0.70 -0.41
C 0.752 -2.005 1.791 -0.29 0.34 0.41
C 0.074 -2.965 2.529 -0.13 -0.09 -0.27
C -1.331 -3.134 2.394 0.26 -0.06 -0.41
N -1.987 -4.193 2.970 -0.22 -0.10 -0.01
C -1.496 -4.922 4.126 -0.06 -0.04 0.10
C -3.360 -4.524 2.616 -0.05 0.20 -0.02
C -2.021 -2.204 1.569 0.10 -0.05 -0.08
C -1.338 -1.191 0.896 0.11 -0.34 0.57
C -0.592 1.755 1.522 0.33 0.27 -0.20
C -1.038 3.062 1.736 0.01 -0.03 -0.26
H -0.657 6.072 -0.962 -0.19 0.24 0.10
H -2.399 6.253 -0.625 0.27 0.00 0.05
H -1.224 7.312 0.191 0.07 -0.32 -0.28
H -1.319 5.612 3.039 -0.09 -0.01 -0.17
H -1.935 6.970 2.061 0.05 -0.46 0.16
H -2.929 5.515 2.264 0.18 0.02 0.03
H 0.280 4.480 -1.066 0.12 -0.32 0.17
H 1.275 2.273 -1.272 -0.32 -0.01 0.01
H 1.820 0.039 0.681 -0.04 0.04 -0.16
H 1.821 -1.853 1.961 -0.22 -0.25 -0.19
H 0.646 -3.642 3.158 -0.10 0.25 -0.12
H -0.414 -4.839 4.218 -0.23 -0.11 0.09
H -1.972 -4.573 5.058 0.22 0.04 -0.21
H -1.774 -5.977 4.011 0.29 0.19 0.03
H -3.486 -4.531 1.524 0.00 0.02 0.27
H -3.568 -5.534 2.996 -0.01 0.38 -0.20
H -4.096 -3.829 3.058 0.17 -0.20 -0.13
H -3.105 -2.281 1.463 0.40 0.14 0.13
H -1.915 -0.383 0.442 0.18 -0.41 -0.25
H -0.831 1.003 2.271 0.03 0.13 -0.19
H -1.634 3.287 2.625 0.24 -0.14 -0.35
C 3.245 -1.937 -6.029 0.00 0.28 0.73
C 3.204 -0.570 -5.762 -0.20 0.16 0.15
C 2.871 -0.092 -4.488 0.03 -0.02 0.28
C 2.617 -0.966 -3.409 -0.11 -0.19 -0.07
C 2.545 -0.399 -1.986 -1.03 0.47 1.18
N 1.020 -0.367 -1.180 0.79 -0.83 -3.32
C 2.647 -2.351 -3.692 0.13 0.11 -0.11
C 2.973 -2.819 -4.981 -0.29 -0.02 0.40
H 3.508 -2.305 -7.018 -0.06 0.07 0.25
H 3.443 0.139 -6.554 -0.14 -0.11 0.23
H 2.835 0.986 -4.309 0.12 -0.30 -0.11
H 3.107 -0.971 -1.227 -0.10 0.25 -0.58
H 2.820 0.671 -1.946 0.00 -0.68 -0.08
H 0.746 -1.351 -1.244 -0.18 0.21 -0.07
H 0.394 0.157 -1.816 0.20 -0.22 0.45
H 2.433 -3.083 -2.905 0.19 0.28 -0.26
H 3.027 -3.893 -5.173 -0.11 0.33 0.20
```
Positions in Å, forces in eV/Å.

The largest force on an atom is 3.51 eV/A. Its net charge is +1. For the HOMO-LUMO gap, the calculation gives 7.5 eV. The energy is -1096.53157 a.u. Its SMILES is CN(C)c1ccc(C([NH2+]Cc2ccccc2)c2ccc(N(C)C)cc2)cc1.